Here is the molecule C4H5Br from OMol25. Energies are from the ωB97M-V functional and the def2-TZVPD basis.

Geometry as XYZ:
```
10
Properties=species:S:1:pos:R:3
C -0.129 0.269 0.047
C -0.431 1.149 -0.991
C -0.730 -0.107 1.298
C 1.110 -0.520 -0.581
Br -2.210 1.506 -1.253
H -0.132 -0.656 2.089
H -1.655 0.449 1.500
H 0.635 -1.152 -1.366
H 1.672 -1.075 0.202
H 1.870 0.137 -0.944
```

- maximum force (hartree/bohr) = 0.07827
- calculated total energy (eV) = -74266.8180
- HOMO (alpha / beta) (eV) = -8.69 / -8.45
- molar mass (Da) = 132.988
- charge = 0
- Kohn-Sham gap (alpha / beta) (eV) = 7.386 / 7.194

Atom charges from the natural (NBO) analysis, given in e for atoms 1 to 6: atom 1 (C): -0.213, atom 2 (C): -0.066, atom 3 (C): -0.298, atom 4 (C): -0.627, atom 5 (Br): 0.104, atom 6 (H): 0.222

---

Here is a 11-piece molecular cluster, C4H29NO11 overall from OMol25. Energies are from the ωB97M-V functional and the def2-TZVPD basis.

Geometry as XYZ:
```
45
Properties=species:S:1:pos:R:3
C -3.766 -0.969 -0.769
C -2.655 -2.089 -1.091
N -1.699 -1.513 -1.997
C -1.927 -2.311 0.282
C -1.624 -0.897 0.898
O -1.150 -0.013 0.198
H -3.298 -0.043 -0.684
H -4.140 -1.446 0.088
H -4.482 -0.976 -1.596
H -3.260 -2.996 -1.589
H -0.991 -2.184 -2.373
H -1.216 -0.586 -1.863
H -0.924 -2.779 -0.059
H -2.374 -2.952 0.965
H -2.097 -0.707 1.905
O 2.581 2.523 -0.729
H 2.045 2.702 0.074
H 2.259 1.756 -1.296
O 0.570 3.087 -2.585
H 1.490 2.620 -2.334
H 0.105 2.485 -3.091
O 1.125 2.804 1.223
H 1.088 1.987 1.799
H 0.247 2.978 0.653
O -2.532 2.405 2.112
H -2.253 1.545 2.198
H -1.786 2.979 1.989
O 2.543 -1.544 -1.196
H 3.087 -1.617 -2.032
H 3.117 -1.056 -0.646
O -0.382 -0.050 3.410
H -0.897 0.021 4.305
H 0.566 -0.266 3.651
O 2.765 -1.829 2.096
H 2.541 -0.918 1.722
H 2.312 -2.513 1.552
O 4.356 0.236 -0.221
H 3.899 1.140 -0.265
H 4.423 0.138 0.670
O 0.778 -3.577 -0.996
H 1.201 -2.705 -0.934
H 1.359 -4.135 -1.395
O -0.603 3.587 -0.380
H -0.301 4.489 -0.422
H -0.101 3.188 -1.249
```

- SMILES = C[C@@H](N)CC=O.O.O.O.O.O.O.O.O.O.O
- maximum force (hartree/bohr) = 0.09510
- calculated total energy (eV) = -28628.5210
- HOMO (eV) = -8.24
- molar mass (Da) = 267.272
- charge = 0
- Kohn-Sham gap (eV) = 8.084

Atom charges from the natural (NBO) analysis, given in e for atoms 1 to 6: atom 1 (C): -0.620, atom 2 (C): -0.003, atom 3 (N): -0.905, atom 4 (C): -0.574, atom 5 (C): 0.467, atom 6 (O): -0.583

---

Here is a 5-piece molecular cluster, C45H42BClO7 overall from OMol25. Energies are from the ωB97M-V functional and the def2-TZVPD basis.

Geometry as XYZ:
```
96
Properties=species:S:1:pos:R:3
C 0.674 3.116 2.306
C 0.669 4.505 1.980
C 0.167 5.126 0.598
C 0.950 6.347 -0.013
C 0.530 7.067 -1.330
C 1.325 8.341 -1.926
C 2.692 7.950 -2.655
O 3.730 7.541 -2.101
Cl 2.750 8.167 -4.495
C -0.734 6.546 -2.088
C -1.519 5.308 -1.505
C -1.096 4.592 -0.181
C -1.936 3.363 0.398
O -2.512 3.723 1.708
O -3.584 4.518 1.417
C -2.816 4.864 -2.358
O -3.119 3.675 -2.611
C -3.689 6.104 -2.917
C -5.237 6.071 -2.857
C -5.968 7.359 -3.403
B -7.608 7.358 -3.302
O -8.472 7.494 -4.443
O -8.137 7.251 -1.944
C -7.870 8.501 -1.220
C -7.183 8.222 0.228
C -5.224 8.580 -3.997
C -3.669 8.577 -4.039
C -2.907 7.346 -3.493
C -1.296 7.233 -3.438
O -0.569 7.614 -4.384
H 0.123 2.805 3.270
H 1.150 2.280 1.696
H 1.019 5.236 2.802
H 1.882 6.740 0.527
H 1.587 9.112 -1.108
H 0.683 8.926 -2.688
H -1.205 2.491 0.533
H -2.816 3.035 -0.249
H -4.326 3.929 1.107
H -5.837 5.191 -2.419
H -8.227 8.364 -4.852
H -7.230 9.229 -1.827
H -8.896 8.969 -0.977
H -6.465 7.337 0.163
H -8.031 8.006 0.963
H -6.641 9.157 0.635
H -5.770 9.490 -4.405
H -3.070 9.459 -4.460
C 4.205 -2.092 2.198
C 3.220 -2.684 1.411
C 2.459 -1.906 0.545
C 2.678 -0.534 0.467
C 3.656 0.060 1.260
C 4.420 -0.719 2.124
H 4.803 -2.700 2.868
H 3.047 -3.754 1.473
H 1.694 -2.368 -0.070
H 2.086 0.073 -0.210
H 3.824 1.131 1.205
H 5.184 -0.256 2.740
C 5.562 -8.224 2.194
C 6.584 -7.391 2.640
C 6.580 -6.042 2.301
C 5.556 -5.525 1.513
C 4.539 -6.360 1.060
C 4.541 -7.709 1.402
H 5.562 -9.275 2.464
H 7.385 -7.794 3.252
H 7.376 -5.392 2.651
H 5.551 -4.473 1.251
H 3.743 -5.959 0.441
H 3.746 -8.359 1.050
C 0.401 -8.415 3.824
C -0.847 -7.850 4.066
C -1.086 -6.520 3.734
C -0.074 -5.753 3.163
C 1.177 -6.316 2.930
C 1.415 -7.647 3.258
H 0.585 -9.454 4.076
H -1.635 -8.447 4.513
H -2.060 -6.081 3.919
H -0.260 -4.717 2.902
H 1.968 -5.716 2.490
H 2.389 -8.085 3.074
C 1.500 -11.386 -0.262
C 1.936 -12.137 -1.349
C 2.419 -11.499 -2.488
C 2.464 -10.109 -2.540
C 2.020 -9.358 -1.456
C 1.540 -9.996 -0.317
H 1.130 -11.884 0.628
H 1.899 -13.221 -1.310
H 2.762 -12.085 -3.334
H 2.843 -9.612 -3.426
H 2.049 -8.274 -1.499
H 1.195 -9.410 0.530
```

- SMILES = C=Cc1cc(CC(=O)Cl)c2c(c1COO)C(=O)c1cc(B(O)OCC)ccc1C2=O.c1ccccc1.c1ccccc1.c1ccccc1.c1ccccc1
- maximum force (hartree/bohr) = 0.10248
- calculated total energy (eV) = -74864.3449
- HOMO (eV) = -8.55
- molar mass (Da) = 741.089
- charge = 0
- Kohn-Sham gap (eV) = 7.061

Atom charges from the Löwdin analysis, given in e for atoms 1 to 6: atom 1 (C): -0.019, atom 2 (C): -0.122, atom 3 (C): -0.076, atom 4 (C): 0.049, atom 5 (C): -0.084, atom 6 (C): -0.124

---

Here is C21H19CoN2O4SSbSe2Te2 as an isolated structure from OMol25. Energies are from the ωB97M-V functional and the def2-TZVPD basis.

Geometry as XYZ:
```
53
Properties=species:S:1:pos:R:3
Co 0.636 1.181 1.765
Se 0.770 -0.413 3.567
Te 3.030 -1.317 3.967
Te 3.116 2.453 5.124
Se 0.952 2.003 4.044
O -0.967 4.464 0.408
C -0.688 3.388 0.878
O 0.474 2.802 0.778
C -1.716 2.522 1.667
O -2.892 2.806 1.742
O -1.191 1.454 2.200
C -4.519 -2.662 0.831
C -4.380 -1.333 1.203
C -3.181 -0.665 0.994
C -2.113 -1.324 0.387
C -2.254 -2.662 0.027
C -3.451 -3.328 0.249
Sb -0.267 -0.328 0.021
C -0.723 0.754 -1.739
C -1.954 1.391 -1.853
C -2.223 2.198 -2.947
C -1.262 2.371 -3.933
C -0.030 1.743 -3.820
C 0.243 0.942 -2.721
C 0.870 -1.931 -0.766
C 0.585 -2.462 -2.023
C 1.310 -3.540 -2.505
C 2.326 -4.094 -1.735
C 2.614 -3.567 -0.486
C 1.889 -2.485 0.000
H -5.454 -3.180 1.003
H -5.201 -0.806 1.672
H -3.094 0.356 1.342
H -1.429 -3.197 -0.426
H -3.546 -4.370 -0.032
H -2.713 1.270 -1.085
H -3.177 2.704 -3.020
H -1.470 3.007 -4.785
H 0.726 1.888 -4.582
H 1.216 0.473 -2.628
H -0.204 -2.032 -2.631
H 1.085 -3.947 -3.483
H 2.893 -4.935 -2.114
H 3.405 -3.988 0.122
H 2.138 -2.084 0.979
N 3.145 3.301 1.496
C 3.584 2.051 1.510
N 4.766 1.758 2.060
S 2.695 0.763 0.819
H 3.466 3.922 2.227
H 2.200 3.444 1.136
H 5.135 2.439 2.712
H 4.828 0.799 2.389
```

- maximum force (hartree/bohr) = 0.00506
- calculated total energy (eV) = -233539.0147
- HOMO (alpha / beta) (eV) = -4.39 / -4.39
- molar mass (Da) = 989.273
- charge = -1
- Kohn-Sham gap (alpha / beta) (eV) = 6.082 / 6.079

Atom charges from the natural (NBO) analysis, given in e for atoms 1 to 6: atom 1 (Co): 0.626, atom 2 (Se): -0.045, atom 3 (Te): -0.396, atom 4 (Te): -0.421, atom 5 (Se): -0.061, atom 6 (O): -0.601

---

Here is the molecule C3H3N2OP from OMol25. Energies are from the ωB97M-V functional and the def2-TZVPD basis.

Geometry as XYZ:
```
10
Properties=species:S:1:pos:R:3
O 0.075 -2.186 1.589
C 0.412 -1.512 0.702
N 1.012 -1.075 -0.203
N 0.578 -0.432 -1.325
C -0.260 0.669 -1.022
C -0.843 0.918 0.140
P -1.538 0.851 1.604
H 1.261 -0.008 -1.883
H -0.368 1.408 -1.845
H -0.328 1.366 2.243
```

- SMILES = O=C=NNC=C=P
- maximum force (hartree/bohr) = 0.08339
- calculated total energy (eV) = -17472.0173
- HOMO (eV) = -8.68
- molar mass (Da) = 114.044
- charge = 0
- Kohn-Sham gap (eV) = 8.489

Atom charges from the natural (NBO) analysis, given in e for atoms 1 to 6: atom 1 (O): -0.505, atom 2 (C): 0.832, atom 3 (N): -0.388, atom 4 (N): -0.403, atom 5 (C): -0.108, atom 6 (C): -0.492

---

Here is C21H45MnO2P3 as an isolated structure from OMol25. Energies are from the ωB97M-V functional and the def2-TZVPD basis.

Geometry as XYZ:
```
72
Properties=species:S:1:pos:R:3
Mn -0.571 0.282 -0.606
P -1.286 1.803 1.008
P -0.884 -1.541 0.731
P -1.910 1.314 -2.250
H 1.933 0.193 0.963
C 1.676 0.172 -0.112
C 1.352 1.376 -0.820
H 1.374 2.347 -0.306
C -0.123 1.935 2.409
C -2.920 1.441 1.758
C -1.436 3.572 0.562
C 0.259 -2.957 0.556
C -0.770 -1.389 2.568
C -2.562 -2.256 0.545
C -1.230 2.944 -2.770
C -3.637 1.722 -1.775
C -2.183 0.542 -3.886
H 2.157 -0.666 -0.652
H 1.498 1.442 -1.903
H 0.915 1.919 2.055
H -0.239 1.104 3.114
H -0.307 2.884 2.931
H -2.910 0.494 2.311
H -3.691 1.377 0.978
H -3.175 2.257 2.449
H -0.576 3.881 -0.042
H -1.443 4.158 1.493
H -2.357 3.773 0.003
H -0.324 -3.889 0.571
H 0.977 -2.952 1.393
H 0.850 -2.907 -0.365
H -0.914 -2.396 2.996
H -1.532 -0.723 2.991
H 0.226 -1.030 2.861
H -2.638 -3.175 1.147
H -2.758 -2.495 -0.509
H -3.322 -1.537 0.882
H -1.563 3.165 -3.794
H -0.135 2.916 -2.754
H -1.562 3.748 -2.102
H -4.212 1.936 -2.688
H -3.691 2.591 -1.106
H -4.095 0.865 -1.268
H -2.991 1.066 -4.418
H -2.460 -0.512 -3.769
H -1.263 0.589 -4.480
C 0.528 -1.883 -3.525
C 0.463 -3.192 -3.038
C 0.749 -4.250 -3.910
C 0.937 -4.027 -5.275
C 0.889 -2.718 -5.767
C 0.725 -1.645 -4.893
O 0.521 -0.753 -2.761
H 0.103 -0.845 -1.779
H 0.211 -3.387 -1.999
H 0.816 -5.260 -3.514
H 1.135 -4.862 -5.947
H 0.992 -2.513 -6.832
H 0.778 -0.606 -5.215
C 3.622 0.445 5.526
C 4.492 1.004 4.368
C 3.659 0.777 3.097
O 2.412 0.135 3.433
C 2.379 -0.148 4.844
H 4.156 -0.325 6.090
H 3.336 1.249 6.210
H 5.440 0.463 4.291
H 4.702 2.068 4.507
H 3.420 1.724 2.585
H 4.199 0.142 2.374
H 2.340 -1.242 4.967
H 1.449 0.265 5.263
```

- maximum force (hartree/bohr) = 0.08321
- calculated total energy (eV) = -85758.1519
- multiplicity = 5
- HOMO (alpha / beta) (eV) = -15.56 / -15.64
- molar mass (Da) = 477.449
- charge = +3
- Kohn-Sham gap (alpha / beta) (eV) = 4.804 / 1.975

Atom charges from the Löwdin analysis, given in e for atoms 1 to 6: atom 1 (Mn): 0.149, atom 2 (P): 0.807, atom 3 (P): 0.777, atom 4 (P): 0.812, atom 5 (H): 0.037, atom 6 (C): -0.133

---

Here is C2FOSr as an isolated structure from OMol25. Energies are from the ωB97M-V functional and the def2-TZVPD basis.

Geometry as XYZ:
```
5
Properties=species:S:1:pos:R:3
C -1.815 -0.709 -0.702
C -0.708 0.146 -0.291
O -1.260 -0.818 0.607
F -1.174 1.411 0.043
Sr 1.908 -0.292 0.288
```

- maximum force (hartree/bohr) = 0.05861
- calculated total energy (eV) = -7668.0845
- multiplicity = 2
- HOMO (alpha / beta) (eV) = -5.89 / -8.50
- molar mass (Da) = 146.639
- charge = 0
- Kohn-Sham gap (alpha / beta) (eV) = 5.587 / 7.795

Taken from the natural (NBO) analysis, the atomic charges in e are: atom 1 (C): 0.260, atom 2 (C): -0.230, atom 3 (O): -0.548, atom 4 (F): -0.404, atom 5 (Sr): 0.922

---

Here is C24H30CaN2O2P as an isolated structure from OMol25. Energies are from the ωB97M-V functional and the def2-TZVPD basis.

Geometry as XYZ:
```
60
Properties=species:S:1:pos:R:3
Ca 8.368 9.036 8.825
N 10.543 8.514 12.504
C 10.056 8.370 11.257
O 8.870 8.736 11.055
C 10.941 7.807 10.125
C 10.741 8.624 8.824
H 9.933 8.970 13.186
H 11.482 8.256 12.744
H 10.660 6.756 10.013
H 11.989 7.790 10.458
H 11.063 8.021 7.949
H 11.425 9.465 8.861
O 7.561 9.063 6.653
C 6.322 8.610 6.058
C 6.376 7.156 5.636
C 6.969 6.296 6.748
C 6.231 6.382 8.066
C 5.246 5.467 8.389
C 4.649 5.501 9.637
C 5.033 6.487 10.553
C 5.989 7.406 10.161
N 6.588 7.330 8.944
H 8.214 9.262 5.953
H 6.071 9.278 5.209
H 5.596 8.766 6.842
H 7.016 7.045 4.751
H 5.369 6.825 5.410
H 8.003 6.585 6.983
H 7.054 5.254 6.450
H 5.031 4.654 7.718
H 3.906 4.755 9.881
H 4.630 6.528 11.596
H 6.305 8.217 10.791
C 5.286 12.857 9.120
P 6.815 11.870 9.159
C 7.516 12.228 10.792
C 8.729 12.889 10.999
C 9.285 12.932 12.260
C 8.629 12.286 13.296
C 7.440 11.588 13.104
C 6.879 11.564 11.852
C 7.977 12.476 7.932
C 9.292 11.998 7.887
C 10.077 12.238 6.754
C 9.559 12.893 5.669
C 8.252 13.354 5.692
C 7.471 13.155 6.813
H 4.735 12.666 8.194
H 5.470 13.943 9.208
H 4.684 12.551 9.982
H 9.217 13.413 10.175
H 10.207 13.447 12.421
H 9.045 12.347 14.305
H 6.949 11.080 13.915
H 5.961 10.991 11.684
H 9.729 11.464 8.733
H 11.079 11.853 6.732
H 10.196 13.007 4.781
H 7.851 13.894 4.841
H 6.455 13.496 6.807
```

- maximum force (hartree/bohr) = 0.02923
- calculated total energy (eV) = -60174.6180
- HOMO (eV) = -9.82
- molar mass (Da) = 449.568
- charge = +1
- Kohn-Sham gap (eV) = 7.653

Atom charges from the natural (NBO) analysis, given in e for atoms 1 to 6: atom 1 (Ca): 1.727, atom 2 (N): -0.783, atom 3 (C): 0.714, atom 4 (O): -0.799, atom 5 (C): -0.512, atom 6 (C): -1.104

---

Here is C34H58AsIN5ReS3Si3 as an isolated structure from OMol25. Energies are from the ωB97M-V functional and the def2-TZVPD basis.

Geometry as XYZ:
```
106
Properties=species:S:1:pos:R:3
Re -0.173 -0.387 1.144
C 0.446 3.223 -0.384
Si 0.809 2.807 1.401
C 0.724 4.373 2.426
C 2.607 2.296 1.489
C -0.396 1.401 2.062
Si -0.246 1.332 4.028
C 1.480 1.499 4.733
C -0.991 -0.287 4.644
C -1.244 2.725 4.788
Si -2.163 2.059 1.633
C -2.493 3.896 1.638
C -3.591 1.264 2.537
C -2.221 1.487 -0.168
C -3.050 2.044 -1.130
C -2.947 1.672 -2.457
C -1.984 0.736 -2.793
C -1.192 0.199 -1.802
N -1.295 0.550 -0.505
H 1.146 4.018 -0.662
H -0.556 3.611 -0.574
H 0.629 2.398 -1.078
H 1.286 5.125 1.864
H 1.217 4.271 3.392
H -0.268 4.781 2.592
H 3.182 3.212 1.317
H 2.907 1.589 0.721
H 2.899 1.890 2.455
H 2.172 0.699 4.474
H 1.341 1.471 5.819
H 1.953 2.451 4.500
H -0.382 -1.141 4.338
H -2.001 -0.401 4.242
H -1.054 -0.289 5.734
H -0.805 3.706 4.626
H -1.217 2.539 5.867
H -2.296 2.774 4.511
H -2.468 4.319 2.643
H -3.516 4.026 1.272
H -1.830 4.482 1.003
H -3.570 1.418 3.616
H -3.649 0.199 2.334
H -4.512 1.722 2.167
H -3.780 2.784 -0.826
H -3.593 2.101 -3.211
H -1.844 0.418 -3.816
H -0.442 -0.530 -2.066
I 0.924 -5.166 -2.375
C 1.411 -3.230 -1.836
C 2.490 -2.558 -2.413
C 2.750 -1.260 -2.014
C 1.964 -0.678 -1.039
N 0.932 -1.317 -0.466
C 0.653 -2.575 -0.889
H 3.099 -3.039 -3.169
H 3.539 -0.676 -2.467
H 2.134 0.343 -0.731
H -0.213 -3.052 -0.452
C 3.405 -4.624 2.105
N 2.403 -3.564 1.873
C 1.059 -3.948 2.277
C 2.743 -2.286 1.733
S 1.725 -0.980 2.412
N 3.904 -1.953 1.186
C 4.546 -0.649 1.394
C 4.580 -2.808 0.196
H 3.094 -5.174 2.991
H 4.375 -4.184 2.306
H 3.469 -5.312 1.264
H 0.887 -4.975 1.954
H 0.309 -3.309 1.823
H 0.976 -3.889 3.360
H 4.394 -0.305 2.413
H 4.166 0.088 0.692
H 5.612 -0.785 1.229
H 3.887 -3.549 -0.191
H 5.460 -3.298 0.610
H 4.897 -2.160 -0.620
C -3.735 -4.319 1.545
As -3.002 -2.945 2.666
C -2.009 -3.822 4.055
C -4.488 -2.056 3.494
S -2.082 -1.633 1.079
H -4.342 -4.983 2.161
H -2.926 -4.879 1.082
H -4.357 -3.860 0.780
H -2.762 -4.346 4.648
H -1.484 -3.107 4.680
H -1.332 -4.552 3.623
H -5.066 -2.833 3.995
H -5.095 -1.582 2.726
H -4.152 -1.322 4.220
S 2.285 1.863 -5.691
C 1.558 1.158 -4.310
N 1.989 1.527 -3.144
C 3.010 2.461 -3.311
C 3.726 3.074 -2.276
C 4.715 3.975 -2.596
C 5.006 4.283 -3.935
C 4.315 3.691 -4.967
C 3.314 2.773 -4.640
H 0.765 0.432 -4.442
H 3.489 2.844 -1.244
H 5.279 4.462 -1.812
H 5.785 5.000 -4.156
H 4.543 3.932 -5.996
```

- maximum force (hartree/bohr) = 0.00839
- calculated total energy (eV) = -170837.8623
- multiplicity = 2
- HOMO (alpha / beta) (eV) = -14.57 / -14.57
- molar mass (Da) = 1105.365
- charge = +3
- Kohn-Sham gap (alpha / beta) (eV) = 5.423 / 5.380

Atom charges from the Löwdin analysis, given in e for atoms 1 to 6: atom 1 (Re): 0.945, atom 2 (C): -0.156, atom 3 (Si): 0.431, atom 4 (C): -0.148, atom 5 (C): -0.181, atom 6 (C): -0.617

---

- Among the records above, which one has the lowest charge?
  C21H19CoN2O4SSbSe2Te2

---

- Which of these has the highest calculated total energy?
  C2FOSr

---

- Among the records above, which one has the lowest molar mass?
  C3H3N2OP